Formula: C20H46BO12P2
Source: the Open Molecules 2025 dataset
Level of theory: ωB97M-V with the def2-TZVPD basis set

```
81
Properties=species:S:1:pos:R:3:forces:R:3
C 1.47742 -2.55179 2.27640 -0.083 0.248 0.328
C 2.47587 -1.53508 1.79846 1.094 -0.014 -1.121
O 3.18516 -1.72686 0.83276 -0.533 -0.032 0.727
O 2.56221 -0.33045 2.45591 -0.871 -0.488 0.028
C 1.61973 0.57032 1.79220 0.709 -0.009 -0.178
C 1.21757 1.70521 2.70175 -0.632 0.256 0.307
C -0.15353 1.50608 3.37598 0.458 0.422 -0.397
C -1.26893 1.45856 2.32711 -0.018 0.239 1.404
C -2.59219 0.89487 2.82288 -1.371 -0.820 -2.741
C -3.46487 0.80890 1.49569 -0.611 0.427 -0.936
O -4.22238 -0.36472 1.47723 0.480 0.384 0.771
B -3.93700 -0.97000 2.82907 -0.864 -0.747 -0.288
O -2.61555 -0.43689 3.22537 0.843 0.390 0.609
H 1.74429 -3.54382 1.92726 0.180 0.007 -0.028
H 1.38848 -2.52951 3.36036 -0.061 -0.001 0.010
H 0.49442 -2.32618 1.85785 -0.039 0.157 0.093
H 2.11532 0.93160 0.88740 0.076 0.017 0.045
H 0.77745 -0.03562 1.45547 -0.243 0.212 0.171
H 1.14623 2.62313 2.10976 0.017 -0.063 -0.142
H 1.97277 1.92119 3.45963 0.241 -0.313 -0.123
H -0.31189 2.39651 3.99131 -0.118 -0.141 0.206
H -0.14279 0.64840 4.04914 -0.120 -0.196 -0.188
H -1.46886 2.49574 2.03112 0.002 -0.023 -0.153
H -0.99829 0.93561 1.41201 0.165 -0.246 0.136
H -3.16539 1.55010 3.49461 0.435 0.094 0.348
H -2.90422 0.76076 0.54487 0.679 0.382 0.364
H -4.06070 1.74023 1.39006 -0.256 -0.162 0.211
H -4.90470 -0.62920 3.52989 0.224 0.199 0.567
H -3.88868 -2.19363 2.77753 0.069 -0.089 -0.020
O -7.56392 6.42787 -0.19164 -2.015 -1.535 -2.004
P -6.55187 5.71306 -1.01309 5.569 2.064 2.605
O -5.71394 4.78546 0.00684 -0.765 -0.047 -0.684
C -6.36785 3.68688 0.66587 -0.201 -0.428 0.154
C -6.43079 2.46447 -0.22689 -0.027 0.111 -0.220
O -5.45734 6.92949 -1.24220 -0.373 -0.293 -0.473
C -5.88205 8.28850 -1.30750 0.128 0.139 0.221
C -5.44148 9.02728 -0.06231 0.095 0.027 0.099
O -6.03931 4.94016 -2.35372 -2.415 -0.029 0.295
C -5.84366 5.63822 -3.59490 -0.034 -0.087 -0.424
C -4.36218 5.68774 -3.89024 0.191 -0.001 0.196
H -7.37103 3.98502 0.98455 0.061 0.121 0.005
H -5.78979 3.46496 1.56121 0.121 0.132 -0.062
H -7.07741 2.64497 -1.09127 -0.046 -0.009 0.055
H -6.81326 1.60441 0.32245 0.068 0.003 0.040
H -5.44098 2.22155 -0.61069 0.031 -0.072 0.114
H -6.96179 8.36058 -1.44112 -0.021 -0.070 0.105
H -5.41248 8.73338 -2.19132 0.052 -0.088 -0.011
H -5.84857 8.55756 0.83242 -0.131 -0.011 -0.059
H -5.76347 10.07018 -0.09471 -0.003 -0.006 -0.004
H -4.35426 9.00164 0.02565 0.002 0.025 -0.047
H -6.28358 6.63560 -3.57328 0.038 0.016 0.122
H -6.35625 5.07095 -4.37451 -0.085 -0.036 0.117
H -3.82854 6.23255 -3.11336 -0.095 0.089 0.013
H -4.17946 6.17149 -4.85099 -0.043 -0.041 -0.027
H -3.94675 4.67984 -3.91210 -0.070 -0.022 -0.106
O 6.82645 -8.10796 -1.44581 -3.118 -0.657 0.333
P 6.30859 -6.71527 -1.48000 5.362 3.513 -0.518
O 6.72724 -6.12998 -2.93818 -0.744 -0.355 0.394
C 6.14031 -6.69014 -4.11280 -0.229 -0.106 -0.240
C 4.77157 -6.09219 -4.38576 -0.022 0.041 0.116
O 7.43917 -5.95882 -0.55219 -0.636 -0.112 0.085
C 8.08676 -6.64695 0.51678 0.293 -0.015 -0.033
C 9.53121 -6.91856 0.15611 0.115 0.044 -0.077
O 5.21011 -5.55995 -1.18660 -0.885 -2.326 -0.103
C 4.96310 -5.07295 0.15289 -0.377 0.236 0.378
C 5.46288 -3.65308 0.25463 0.437 0.011 -0.292
H 6.07474 -7.77845 -4.01932 0.080 0.016 0.035
H 6.81552 -6.47075 -4.93987 0.102 0.056 0.114
H 4.05846 -6.37185 -3.60784 -0.011 -0.032 -0.040
H 4.38638 -6.43294 -5.34806 0.018 -0.030 0.013
H 4.82740 -5.00385 -4.39271 0.034 0.002 -0.052
H 7.56688 -7.57243 0.76508 0.006 -0.040 -0.122
H 8.03726 -5.99810 1.39646 -0.050 0.077 -0.069
H 9.59958 -7.51064 -0.75615 -0.099 -0.096 0.049
H 10.03995 -7.44899 0.96332 -0.008 0.002 0.000
H 10.05591 -5.97975 -0.02784 -0.011 0.016 0.056
H 5.41776 -5.71774 0.90541 0.111 -0.055 -0.109
H 3.88405 -5.09268 0.31324 0.008 -0.108 -0.135
H 6.53727 -3.60209 0.07819 0.034 -0.170 0.086
H 5.24723 -3.24208 1.23869 -0.118 0.016 -0.032
H 4.98920 -3.02910 -0.49997 -0.180 0.026 0.136
```
Positions in Å, forces in eV/Å.

LUMO energy: 1.828 eV
F_max: 6.49 eV/Å
HOMO: -3.903 eV
Net charge: -1
Energy: -2400.25445 Eh

Results of the Löwdin charge analysis, in e, for atoms 1 through 8: C 0.029; C -0.516; O 0.093; O -0.037; C -0.166; C -0.177; C -0.186; C -0.166